1.
The following is a quantum chemistry calculation of 6 unconnected molecules or ions with the total composition C48H47BIO24 at a distorted geometry, from the OMol25 dataset.

```
121
Properties=species:S:1:pos:R:3:forces:R:3
C 5.9735 -2.3201 2.0109 -0.2 -1.1 0.1
C 4.7769 -2.9103 1.1602 0.2 0.5 0.1
C 3.4982 -2.0094 1.0794 0.2 -1.3 0.6
I 3.9273 0.0777 0.5384 0.1 -0.3 0.3
C 2.5695 -2.1030 2.3661 -2.0 -0.7 -2.5
O 2.0088 -3.4115 2.1634 1.5 0.5 0.1
B 0.5269 -3.4584 2.2592 -0.3 -0.4 1.2
C -0.3021 -4.3905 1.2003 -0.2 0.2 -1.1
C -1.8219 -4.0031 1.0644 -0.2 -0.9 0.2
C -2.6411 -4.1285 2.4093 -1.0 0.3 -0.7
C -3.3029 -2.7615 2.8194 0.9 -0.8 2.0
O -4.4859 -2.4614 2.0242 1.0 1.4 -0.2
C -4.3636 -1.2739 1.3476 -0.2 -1.2 -1.1
O -4.4385 -1.2971 0.1430 -0.1 0.5 0.6
O 0.1199 -2.0454 2.3789 0.9 0.6 -0.6
C 1.2605 -1.2234 2.0303 -1.3 -0.9 1.2
C 0.9627 0.0879 2.8348 1.4 0.6 -0.3
C 0.6664 1.3806 1.9746 -1.1 0.0 0.6
C 0.0534 1.1282 0.5741 0.6 0.5 -2.1
C -1.0121 0.2047 0.2734 0.1 0.5 -0.7
C -1.5317 -0.0316 -1.0703 1.9 1.6 0.2
C -0.9326 0.6830 -2.1779 0.7 0.4 2.5
C 0.1529 1.6491 -1.8791 -0.9 -1.1 0.4
C 0.6504 1.8795 -0.5483 -1.9 -1.6 -0.4
H 6.1057 -2.9962 2.9002 0.0 1.0 -1.0
H 6.8989 -2.3833 1.3753 -0.7 0.3 0.9
H 5.8128 -1.2842 2.3883 0.1 -0.7 -0.5
H 5.1272 -3.1665 0.1213 -0.4 0.4 0.9
H 4.4544 -3.8793 1.6292 0.0 0.9 -0.5
H 2.8880 -2.4041 0.2256 0.3 0.7 0.9
H 3.0673 -1.9787 3.3622 -0.3 0.1 -0.8
H 0.3047 -3.9639 3.3464 -0.4 -0.3 0.7
H 0.1146 -4.3817 0.1448 -0.3 -0.1 0.9
H -0.2661 -5.4527 1.5646 0.0 0.7 -0.4
H -2.2944 -4.7276 0.3398 0.4 0.8 0.5
H -1.9958 -2.9767 0.6521 0.4 -0.7 0.3
H -3.5104 -4.8246 2.2256 0.7 0.6 0.3
H -2.0645 -4.5819 3.2558 -0.3 0.8 -0.7
H -2.5353 -1.9376 2.7925 -0.7 -0.7 -0.2
H -3.6585 -2.8589 3.8842 0.3 0.2 -0.9
H -4.2483 -0.2899 1.8712 0.1 -1.0 0.3
H 1.2543 -1.2197 0.9114 0.1 1.0 0.8
H 0.1363 -0.1185 3.5535 0.6 0.0 -0.8
H 1.8645 0.3289 3.4713 -0.8 -0.2 -0.6
H 1.5704 2.0470 1.9433 -0.8 -0.8 -0.4
H -0.1012 1.9775 2.5516 0.7 -0.5 -0.5
H -1.4697 -0.3765 1.1014 0.5 0.4 -0.6
H -2.3536 -0.7549 -1.2363 0.7 0.6 0.2
H -1.3052 0.4780 -3.1999 0.5 0.4 0.7
H 0.6149 2.1805 -2.7404 -0.4 -0.5 0.8
H 1.4859 2.6029 -0.3905 -0.8 -0.8 0.0
C 10.1410 -5.9188 5.5339 0.3 -0.1 -0.1
C 9.0053 -5.2533 5.2976 -0.1 -0.2 0.9
C 8.6851 -4.7117 3.9409 0.1 0.2 -0.6
O 7.6330 -4.1292 3.7659 0.3 -0.4 0.6
C 9.6672 -4.9061 2.8746 -0.2 0.1 0.1
C 10.8029 -5.5682 3.1129 0.1 0.2 -0.8
C 11.1103 -6.1330 4.4621 -0.1 -0.1 0.7
O 12.1505 -6.7454 4.6286 0.0 0.1 -0.4
O 11.7246 -5.7588 2.1497 -0.1 -0.2 0.8
O 8.0986 -5.0409 6.2657 0.2 0.2 -0.8
H 10.3832 -6.3172 6.5095 0.0 0.0 0.0
H 9.4323 -4.4946 1.9025 0.0 0.0 0.0
H 12.4449 -6.2624 2.5745 0.0 0.0 -0.1
H 7.3732 -4.5425 5.8406 0.0 0.0 0.1
C 6.5195 0.9206 -5.4705 -0.2 0.0 -0.2
C 7.1728 0.6977 -4.3261 0.7 0.1 -0.6
C 6.4442 0.4975 -3.0344 -0.7 -0.1 0.5
O 7.0829 0.2789 -2.0222 0.4 0.1 -0.3
C 4.9848 0.5799 -3.0509 0.2 0.0 0.1
C 4.3329 0.8063 -4.1957 -0.6 -0.1 0.5
C 5.0586 0.9790 -5.4896 0.4 0.0 -0.3
O 4.4221 1.1658 -6.5128 -0.2 0.0 0.2
O 2.9902 0.8884 -4.2339 0.7 0.1 -0.5
O 8.5166 0.6413 -4.2795 -0.6 -0.1 0.5
H 7.0349 1.0645 -6.4103 0.0 0.0 0.0
H 4.4614 0.4516 -2.1101 0.1 0.0 -0.1
H 2.7641 1.0535 -5.1674 -0.1 -0.1 0.1
H 8.7361 0.4685 -3.3433 0.0 0.0 0.0
C -6.9402 0.3874 -0.3345 0.0 0.0 0.4
C -7.3190 0.7532 -1.5637 0.8 -0.3 -0.1
C -8.6671 1.3422 -1.8190 -0.5 0.2 0.1
O -8.9731 1.6818 -2.9479 0.3 -0.1 0.0
C -9.5802 1.4840 -0.6835 0.0 0.0 -0.3
C -9.2001 1.1149 0.5412 -0.8 0.2 0.2
C -7.8416 0.5517 0.7987 0.6 -0.3 -0.4
O -7.5303 0.2459 1.9385 -0.3 0.2 0.1
O -10.0219 1.2336 1.6036 0.7 -0.2 -0.1
O -6.5001 0.6062 -2.6196 -0.8 0.3 0.1
H -5.9621 -0.0400 -0.1337 -0.2 0.1 -0.2
H -10.5601 1.8955 -0.8832 0.0 0.0 0.0
H -9.5101 0.9005 2.3660 0.0 0.0 0.0
H -7.0007 0.9421 -3.3868 0.1 0.0 0.0
C -6.7192 5.0845 3.0787 -0.2 0.3 0.1
C -6.6353 4.1713 2.1044 0.5 -0.5 0.6
C -7.2872 4.3868 0.7747 -0.4 0.4 -0.5
O -7.1720 3.5400 -0.0916 0.2 -0.1 0.3
C -8.0474 5.6193 0.5745 0.1 -0.3 -0.1
C -8.1328 6.5283 1.5500 -0.5 0.4 -0.6
C -7.4593 6.3256 2.8690 0.4 -0.4 0.5
O -7.5499 7.1906 3.7220 -0.2 0.2 -0.3
O -8.8283 7.6696 1.3921 0.4 -0.4 0.6
O -5.9620 3.0228 2.2751 -0.5 0.5 -0.6
H -6.2512 4.9424 4.0429 0.0 0.0 0.0
H -8.5284 5.7556 -0.3843 0.0 0.0 0.0
H -8.7326 8.1514 2.2361 0.0 0.0 -0.1
H -6.0471 2.5375 1.4314 0.1 -0.1 0.1
C -1.8229 3.4683 -4.6949 0.2 -0.2 0.0
C -2.3965 4.5900 -5.1414 -0.4 -0.2 0.7
C -1.9340 5.2593 -6.3953 0.4 0.1 -0.5
O -2.4982 6.2699 -6.7755 -0.2 -0.1 0.3
C -0.8086 4.6666 -7.1156 -0.2 0.2 0.0
C -0.2319 3.5469 -6.6683 0.5 0.1 -0.7
C -0.7130 2.8623 -5.4280 -0.4 -0.1 0.6
O -0.1721 1.8345 -5.0642 0.3 0.1 -0.5
O 0.8057 2.9842 -7.3124 -0.5 -0.1 0.7
O -3.4181 5.1699 -4.4848 0.4 0.1 -0.7
H -2.1495 2.9731 -3.7895 0.0 0.0 0.0
H -0.4722 5.1698 -8.0116 0.0 0.0 0.0
H 1.0369 2.1908 -6.7929 0.0 0.0 -0.1
H -3.6515 5.9588 -5.0100 0.0 0.0 0.1
```
Positions in Å, forces in eV/Å.

Properties
LUMO energy = -0.33 eV
E = -108453.187 eV
total charge = -1
gap between HOMO and LUMO = 3.75 eV
HOMO = -0.15006 Ha

=====

2.
The following is a quantum chemistry calculation of 2 unconnected molecules or ions with the total composition C4H12 at a distorted geometry, from the OMol25 dataset.

```
16
Properties=species:S:1:pos:R:3:forces:R:3
C 0.2503 -2.0209 -0.3000 -0.3 0.8 -0.8
C 1.5227 -1.5429 -1.1116 -2.8 0.9 0.7
H 0.1973 -1.8452 0.7728 0.8 -0.7 0.2
H -0.6610 -1.4604 -0.5755 0.3 0.0 -0.5
H 0.0784 -3.0273 -0.6609 -0.3 -0.4 0.7
H 1.0669 -0.9490 -1.9188 0.5 -0.6 -0.5
H 2.0151 -2.4520 -1.4231 0.8 0.3 -0.1
H 2.0255 -0.7548 -0.5663 0.9 -0.4 0.3
C -0.5363 1.2508 1.2526 -1.1 0.4 -0.1
C -1.0944 2.2295 0.2137 1.0 0.5 -0.2
H -1.1686 1.2785 2.1470 0.2 0.0 0.1
H -0.6140 0.2439 0.8749 0.5 -0.2 -0.1
H 0.4808 1.5361 1.5110 0.1 -0.3 0.1
H -0.3641 2.3807 -0.5928 0.0 -0.2 0.1
H -1.1997 3.2204 0.6723 -0.4 -0.1 -0.1
H -1.9988 1.9126 -0.2951 -0.3 -0.1 0.3
```
Positions in Å, forces in eV/Å.

Properties
LUMO energy (alpha / beta) = 4.36 / 4.50 eV
expectation value of S² = 0.7503
E = -4340.364 eV
total charge = -1
gap between HOMO and LUMO (alpha / beta) = 2.80 / 11.96 eV
HOMO (alpha / beta) = 0.05715 / -0.27445 Ha
multiplicity = 2
energy above the lowest of the compared OMol25 structures with the same formula, charge and spin = 15.5 kcal per mole

=====

3.
The following is a quantum chemistry calculation of C4H7NO2 in the gas phase at a distorted geometry, from the OMol25 dataset.

```
14
Properties=species:S:1:pos:R:3:forces:R:3
C 0.2609 1.2640 -1.1738 -0.1 0.1 0.0
C 0.0588 0.0174 -0.3774 0.1 0.0 0.3
N 0.8584 -0.9853 -0.4866 -0.7 0.4 0.2
O 1.8722 -0.6714 -1.3830 0.2 0.0 -0.4
C -1.0611 -0.0817 0.6284 0.1 0.9 0.7
C -0.8636 -0.8849 1.8177 0.2 -0.5 0.3
O -0.9191 0.5078 1.9897 1.0 0.3 0.2
H 0.2866 1.0150 -2.2396 -0.1 0.1 0.1
H -0.5281 1.9847 -0.9616 0.1 0.0 -0.1
H 1.2395 1.6934 -0.9322 -0.2 0.0 0.0
H 2.3056 -1.5040 -1.6127 -0.2 0.0 0.4
H -2.0436 0.3699 0.5459 -0.3 -1.0 -1.9
H -1.6276 -1.5360 2.2275 -0.1 0.3 0.1
H 0.1611 -1.1888 1.9577 0.0 -0.7 0.0
```
Positions in Å, forces in eV/Å.

Properties
SMILES = C/C(=N\O)[C@H]1CO1
LUMO energy = 0.91 eV
E = -9843.023 eV
total charge = 0
gap between HOMO and LUMO = 10.69 eV
HOMO = -0.35956 Ha
energy above the lowest of the compared OMol25 structures with the same formula, charge and spin = 98.2 kcal per mole

=====

4.
The following is a quantum chemistry calculation of a molecular structure, C24H30BN5O4PtS5 at a distorted geometry, from the OMol25 dataset.

```
70
Properties=species:S:1:pos:R:3:forces:R:3
Pt 0.6251 -1.1652 1.8238 1.0 0.3 0.2
O -1.9906 2.7274 2.9805 -0.1 -0.2 -0.1
C -1.0050 3.4642 3.5212 0.3 0.1 0.1
C -1.3049 4.7595 3.9426 -0.1 -0.1 -0.1
C -0.3279 5.5523 4.5030 0.0 -0.1 0.0
C 0.9626 5.0661 4.6707 0.2 0.1 0.1
C 1.2754 3.7887 4.2556 -0.2 0.1 0.0
C 0.3066 2.9731 3.6721 -0.2 0.1 0.0
C 0.6392 1.6103 3.2158 0.7 -0.6 0.0
O -0.2882 0.8675 2.7577 -0.5 -0.4 -0.3
N 1.8938 1.2358 3.3192 0.1 1.6 0.6
N 2.2398 0.0094 2.9078 -0.4 -1.4 -0.9
C 3.4681 -0.2843 3.1345 -0.1 0.5 0.2
S 4.4808 0.9317 3.9152 0.3 -0.2 0.0
C 6.0390 -0.0088 3.6711 -0.4 0.3 -0.1
C 5.7119 -1.4784 3.7609 -0.3 -0.1 -0.2
S 4.2249 -1.7995 2.7360 0.2 -0.2 0.2
H -1.5683 1.8623 2.7328 0.0 0.2 0.0
H -2.3164 5.1143 3.8171 -0.1 0.0 0.0
H -0.5728 6.5570 4.8143 0.0 0.1 0.1
H 1.7162 5.6902 5.1257 0.1 0.0 0.0
H 2.2701 3.3877 4.3693 0.1 0.0 0.0
H 6.7329 0.3014 4.4512 0.0 0.0 0.0
H 6.4415 0.2579 2.6926 0.1 -0.1 0.1
H 5.4708 -1.7718 4.7830 0.1 0.0 0.0
H 6.5067 -2.1092 3.3675 0.0 0.0 0.0
S -0.1756 -2.4080 3.9079 0.5 0.0 -0.1
C -1.2723 -2.0861 2.6582 -1.7 -0.4 0.4
N -2.2385 -1.1417 2.7574 0.2 -0.1 0.0
C -3.4355 -1.2483 1.9615 -0.3 -0.1 0.0
C -3.1366 -2.2416 0.8429 0.4 -0.2 -0.1
S -1.7855 -3.3109 1.4634 -0.1 0.4 0.1
H -2.1626 -0.4478 3.4859 0.2 0.0 0.0
H -3.7034 -0.2711 1.5485 0.0 -0.1 0.1
H -4.2644 -1.6072 2.5895 0.1 0.1 -0.1
H -2.7687 -1.7449 -0.0537 -0.1 0.0 0.2
H -3.9839 -2.8775 0.5975 -0.1 0.1 0.1
N 3.2969 -1.8998 -0.5058 -0.2 0.1 -0.3
C 2.2273 -2.7058 -0.5169 0.4 -0.3 -0.2
N 1.6235 -2.9812 -1.6833 0.0 0.3 0.0
S 1.7194 -3.4622 0.8942 -0.3 0.0 0.6
H 3.4244 -1.2182 -1.2386 0.0 0.0 0.0
H 3.6828 -1.6814 0.4049 0.0 0.0 -0.2
H 1.8356 -2.4562 -2.5156 0.0 0.0 -0.1
H 0.7498 -3.4808 -1.6493 0.1 0.0 0.1
C -1.7815 -1.2964 -6.5181 -0.1 0.1 0.1
C -2.4871 -0.4769 -5.4288 -0.1 0.0 -0.2
C -3.7509 -1.2384 -5.0191 0.2 0.1 0.0
C -2.9115 0.8849 -5.9941 0.0 -0.1 0.1
C -1.5249 -0.2627 -4.2655 0.1 0.0 -0.1
C -0.3053 0.3800 -4.4977 -0.1 0.0 -0.2
C 0.6576 0.5741 -3.5171 0.2 0.0 0.4
C 0.3631 0.1177 -2.2482 -0.9 -0.3 -0.4
O 1.1004 0.1139 -1.1046 0.4 0.3 0.3
B 0.3095 -0.4786 -0.1010 0.4 -0.2 0.2
O -0.9092 -0.8502 -0.6920 -0.4 -0.1 0.2
C -0.8688 -0.4915 -1.9971 0.6 0.3 -0.6
C -1.8160 -0.7061 -2.9783 0.2 0.0 0.3
H -2.4528 -1.4719 -7.3558 -0.1 0.0 -0.1
H -1.4725 -2.2607 -6.1209 0.1 -0.1 0.0
H -0.9016 -0.7843 -6.8943 0.1 0.0 -0.1
H -4.3925 -1.3762 -5.8869 0.0 0.0 -0.1
H -4.3176 -0.6901 -4.2716 -0.1 0.0 0.1
H -3.5095 -2.2245 -4.6301 0.0 -0.1 0.1
H -3.6262 0.7564 -6.8045 -0.1 0.0 -0.1
H -2.0595 1.4350 -6.3817 0.1 0.1 0.0
H -3.3781 1.4847 -5.2167 -0.1 0.1 0.1
H -0.0858 0.7427 -5.4904 0.0 0.0 -0.1
H 1.5931 1.0639 -3.7411 0.1 0.1 0.0
H -2.7359 -1.2134 -2.7339 -0.1 0.0 0.0
```
Positions in Å, forces in eV/Å.

Properties
LUMO energy (alpha / beta) = 0.22 / -1.37 eV
expectation value of S² = 2.0154
E = -99116.927 eV
total charge = 0
gap between HOMO and LUMO (alpha / beta) = 6.86 / 6.03 eV
HOMO (alpha / beta) = -0.24422 / -0.27173 Ha
multiplicity = 3
energy above the lowest of the compared OMol25 structures with the same formula, charge and spin = 28.8 kcal per mole